(1)
Density functional theory data (ωB97M-V/def2-TZVPD) for one molecule with the formula C4H7BrN2.

Each line ends with the Löwdin charge.
Geometry (Å):
C (-1.7380, -1.9461, -1.4601)  -0.103
C (-0.3901, -0.5422, -0.3713)  -0.213
C (0.6166, -0.4434, 0.4585)  -0.281
C (0.8351, 2.0041, 0.7669)  -0.130
N (-0.6801, -1.8223, -0.8034)  -0.038
N (1.2461, 0.5909, 0.9655)  -0.547
Br (2.5123, 0.3196, 2.3544)  0.727
H (-1.8502, -2.9228, -1.9311)  0.053
H (-2.5585, -1.3135, -1.8904)  0.085
H (-1.0050, 0.2942, -0.7852)  0.118
H (1.0300, -1.4287, 0.6090)  0.110
H (-0.2771, 2.1801, 0.8528)  0.096
H (1.2881, 2.6535, 1.4827)  0.042
H (0.9708, 2.3765, -0.2484)  0.082

orbital gap = 7.66 eV
total charge = 0
SMILES = C=N/C=C/N(C)Br
spin multiplicity = 1


(2)
Density functional theory data (ωB97M-V/def2-TZVPD) for C36H47LuN5O7S2 as an isolated structure.

Each line ends with the Löwdin charge.
Geometry (Å):
Lu (-0.6728, -0.9404, -0.3769)  1.775
N (-0.1786, -2.0084, 1.8948)  -0.052
C (0.2137, -1.1415, 3.0080)  -0.223
C (-0.7018, 0.0623, 2.9962)  -0.215
N (-0.7425, 0.6022, 1.6231)  -0.041
H (-1.0882, -2.4367, 2.0699)  0.095
H (0.4654, -2.7815, 1.7573)  0.079
H (1.2447, -0.8244, 2.8453)  0.088
H (0.1614, -1.6442, 3.9787)  0.127
H (-0.3562, 0.8104, 3.7143)  0.113
H (-1.7103, -0.2323, 3.2899)  0.104
H (0.1764, 1.0298, 1.4544)  0.033
H (-1.4409, 1.3344, 1.5545)  0.061
O (-0.8881, 1.2473, -1.4145)  -0.184
C (-1.4720, 2.5183, -1.0477)  -0.226
C (-2.6847, 2.8739, -1.8766)  -0.148
C (-3.8184, 1.8425, -1.9156)  -0.122
C (-4.3551, 1.3888, -0.5833)  -0.264
C (-5.6919, 1.5902, -0.2586)  -0.004
C (-6.1879, 1.0974, 0.9347)  -0.041
C (-5.3290, 0.4093, 1.7753)  -0.041
C (-4.0136, 0.2612, 1.3757)  -0.142
N (-3.5178, 0.7384, 0.2350)  0.089
H (-1.3338, 0.9290, -2.2135)  0.076
H (-0.6940, 3.2755, -1.1818)  0.121
H (-1.7332, 2.4645, 0.0053)  0.081
H (-2.3682, 3.0781, -2.9033)  0.125
H (-3.0581, 3.8224, -1.4788)  0.130
H (-3.5006, 0.9527, -2.4671)  0.101
H (-4.6379, 2.2755, -2.4897)  0.120
H (-6.3354, 2.1144, -0.9509)  0.117
H (-7.2286, 1.2335, 1.1946)  0.115
H (-5.6671, -0.0171, 2.7082)  0.110
H (-3.3252, -0.3028, 1.9926)  0.085
O (-2.3534, -2.2137, 0.0513)  -0.453
S (-3.1427, -2.1357, -1.2253)  0.529
O (-4.5543, -2.0655, -1.0485)  -0.241
O (-2.5186, -1.0286, -1.9683)  -0.398
C (-2.7613, -3.6547, -2.0634)  -0.217
C (-3.8534, -4.4018, -2.4696)  -0.036
C (-3.6701, -5.6240, -3.1076)  -0.041
C (-2.3964, -6.0966, -3.3364)  -0.040
C (-1.2922, -5.3504, -2.9391)  -0.036
C (-1.4573, -4.1320, -2.3029)  -0.208
S (0.0606, -3.2907, -1.8799)  0.534
O (0.1554, -3.1977, -0.4070)  -0.405
O (1.1101, -3.9868, -2.5399)  -0.232
O (-0.1395, -1.8704, -2.2926)  -0.436
H (-4.8439, -4.0220, -2.2743)  0.115
H (-4.5312, -6.1994, -3.4180)  0.117
H (-2.2478, -7.0475, -3.8294)  0.117
H (-0.2904, -5.7042, -3.1317)  0.116
C (0.4238, 4.0842, 1.7027)  -0.035
C (0.9858, 3.4102, 2.9254)  -0.223
C (0.7206, 3.9487, 4.1796)  -0.040
C (1.2733, 3.4005, 5.3245)  -0.066
C (2.1042, 2.2984, 5.2239)  -0.039
C (2.3776, 1.7132, 3.9931)  -0.215
C (3.2865, 0.5162, 3.9216)  -0.035
C (1.8074, 2.2781, 2.8501)  -0.221
N (1.9751, 1.5699, 1.6231)  0.119
C (2.7090, 1.9942, 0.6802)  -0.232
C (3.4693, 3.2925, 0.7086)  0.001
C (2.9095, 1.0533, -0.4978)  -0.251
C (4.2201, 1.2275, -1.2158)  0.014
N (2.0828, 0.1282, -0.7692)  0.148
C (2.6226, -0.7812, -1.7626)  -0.266
C (3.3734, -1.8575, -1.2873)  -0.225
C (3.5190, -2.1292, 0.1849)  -0.016
C (3.9759, -2.6946, -2.2174)  -0.038
C (3.8321, -2.4677, -3.5759)  -0.061
C (3.0621, -1.4071, -4.0173)  -0.031
C (2.4376, -0.5485, -3.1188)  -0.252
C (1.6042, 0.5953, -3.6275)  -0.026
H (1.0583, 4.9176, 1.3919)  0.091
H (-0.5650, 4.4950, 1.9086)  0.090
H (0.3453, 3.4132, 0.8501)  0.044
H (0.0801, 4.8178, 4.2517)  0.117
H (1.0610, 3.8347, 6.2914)  0.109
H (2.5448, 1.8706, 6.1147)  0.119
H (4.3204, 0.8072, 4.1145)  0.092
H (3.2563, 0.0327, 2.9465)  0.050
H (3.0150, -0.2211, 4.6766)  0.087
H (3.2181, 3.8603, 1.5993)  0.081
H (3.2393, 3.8926, -0.1740)  0.102
H (4.5443, 3.1174, 0.7078)  0.096
H (4.4424, 2.2795, -1.3605)  0.081
H (4.2393, 0.7218, -2.1793)  0.091
H (5.0231, 0.8052, -0.6045)  0.116
H (2.5646, -2.4453, 0.6160)  0.063
H (3.8532, -1.2541, 0.7456)  0.068
H (4.2379, -2.9291, 0.3518)  0.087
H (4.5604, -3.5343, -1.8661)  0.118
H (4.3060, -3.1273, -4.2888)  0.111
H (2.9371, -1.2327, -5.0779)  0.120
H (2.0580, 1.0364, -4.5144)  0.088
H (1.4721, 1.3807, -2.8831)  0.063
H (0.6129, 0.2356, -3.9134)  0.082

orbital gap = 8.36 eV
total charge = +1
spin multiplicity = 1


(3)
Density functional theory data (ωB97M-V/def2-TZVPD) for C40H59IrN12O2P2S as an isolated structure.

Each line ends with the Löwdin charge.
Geometry (Å):
Ir (0.5771, 0.5401, 0.0489)  1.282
C (0.9399, 3.0601, 5.3007)  -0.008
N (1.1114, 1.9929, 4.3494)  -0.112
C (1.4628, 0.7186, 4.6430)  -0.002
C (1.4497, 0.0323, 3.4606)  -0.108
N (1.1062, 0.8669, 2.4506)  -0.011
C (0.9072, 2.0560, 3.0140)  -0.449
P (0.2534, 3.5589, 2.2061)  1.220
C (-1.1892, 2.6704, 1.5242)  -0.446
N (-1.2447, 1.4090, 1.1173)  -0.040
C (-2.5456, 1.1362, 0.8806)  -0.112
C (-3.2964, 2.2429, 1.1693)  0.001
N (-2.4310, 3.1988, 1.5826)  -0.106
C (-2.7645, 4.5302, 2.0070)  -0.009
C (1.3617, 3.5763, 0.7463)  -0.441
N (1.6995, 2.5627, -0.0435)  -0.019
C (2.5615, 3.0591, -0.9614)  -0.093
C (2.7571, 4.3912, -0.7205)  -0.016
N (1.9970, 4.7054, 0.3554)  -0.113
C (1.9013, 6.0025, 0.9711)  -0.007
H (1.2048, 2.7015, 6.2926)  0.109
H (-0.0988, 3.3932, 5.3185)  0.099
H (1.5751, 3.9118, 5.0558)  0.100
H (1.7021, 0.4003, 5.6368)  0.141
H (1.6732, -0.9983, 3.2940)  0.089
H (-2.8670, 0.1735, 0.5436)  0.105
H (-4.3508, 2.4101, 1.1074)  0.140
H (-3.8435, 4.6564, 1.9711)  0.110
H (-2.3005, 5.2698, 1.3530)  0.099
H (-2.4244, 4.7075, 3.0292)  0.096
H (2.9973, 2.4521, -1.7274)  0.114
H (3.3688, 5.1092, -1.2274)  0.142
H (2.4340, 6.7282, 0.3600)  0.110
H (2.3450, 5.9936, 1.9682)  0.106
H (0.8589, 6.3113, 1.0574)  0.093
C (3.9248, 0.1397, 1.3609)  -0.007
C (3.9960, 0.0056, -0.1171)  -0.293
C (5.2660, 0.0303, -0.7279)  0.025
C (5.3845, -0.1932, -2.0701)  0.050
C (4.2199, -0.4614, -2.8176)  -0.132
C (4.2762, -0.7827, -4.1897)  0.033
C (3.1249, -1.0362, -4.8993)  -0.023
C (1.8937, -0.9913, -4.2544)  -0.065
C (1.7989, -0.6954, -2.8964)  -0.519
S (0.2480, -0.7233, -2.1596)  0.971
C (2.9710, -0.4176, -2.1359)  -0.238
N (2.8766, -0.1650, -0.8063)  0.077
H (4.9102, 0.2934, 1.7910)  0.100
H (3.5052, -0.7742, 1.7760)  0.076
H (3.2727, 0.9686, 1.6200)  0.054
H (6.1357, 0.2096, -0.1151)  0.130
H (6.3439, -0.1858, -2.5638)  0.139
H (5.2453, -0.8300, -4.6619)  0.136
H (3.1734, -1.2820, -5.9492)  0.129
H (0.9865, -1.2010, -4.8017)  0.115
O (-0.8936, -1.4525, 0.3351)  -0.415
P (-1.2355, -2.8091, 0.8328)  0.588
N (0.1447, -3.5388, 1.4286)  -0.192
C (1.4827, -3.0341, 1.1672)  -0.224
C (2.3610, -3.6766, 2.2409)  -0.159
C (1.6302, -4.9872, 2.5375)  -0.141
C (0.1598, -4.5911, 2.4283)  -0.182
N (-1.8583, -3.9080, -0.2679)  -0.181
C (-3.1336, -3.6585, -0.9381)  -0.188
C (-2.9827, -4.2659, -2.3337)  -0.151
C (-1.4787, -4.1943, -2.5789)  -0.164
C (-0.9408, -4.5589, -1.1982)  -0.187
N (-2.4239, -2.7453, 1.9971)  -0.182
C (-2.2638, -1.8541, 3.1369)  -0.207
C (-3.4796, -2.1475, 4.0121)  -0.152
C (-3.6765, -3.6464, 3.7922)  -0.148
C (-3.3801, -3.8021, 2.3031)  -0.197
H (1.4885, -1.9342, 1.1731)  0.051
H (1.8151, -3.3576, 0.1712)  0.113
H (2.4098, -3.0615, 3.1418)  0.100
H (3.3742, -3.8495, 1.8871)  0.117
H (1.8741, -5.3921, 3.5165)  0.123
H (1.8754, -5.7362, 1.7849)  0.123
H (-0.2015, -4.2079, 3.3913)  0.113
H (-0.4811, -5.4210, 2.1270)  0.122
H (-3.3233, -2.5821, -0.9925)  0.109
H (-3.9553, -4.1262, -0.3911)  0.109
H (-3.5833, -3.7483, -3.0777)  0.115
H (-3.2949, -5.3093, -2.3179)  0.123
H (-1.1744, -3.1748, -2.8331)  0.071
H (-1.1489, -4.8841, -3.3515)  0.121
H (0.0826, -4.2206, -1.0418)  0.098
H (-0.9854, -5.6430, -1.0390)  0.132
H (-2.1983, -0.8177, 2.8021)  0.089
H (-1.3438, -2.0969, 3.6835)  0.109
H (-4.3480, -1.5913, 3.6554)  0.119
H (-3.2996, -1.9016, 5.0554)  0.117
H (-4.6759, -3.9894, 4.0459)  0.122
H (-2.9589, -4.2137, 4.3839)  0.116
H (-4.2985, -3.6325, 1.7284)  0.113
H (-2.9889, -4.7857, 2.0398)  0.115
C (-0.4566, 4.5227, -2.4663)  -0.012
N (-0.8198, 3.3660, -3.2538)  -0.054
C (-1.1178, 3.6597, -4.6473)  -0.134
C (-1.8557, 2.5219, -5.3367)  -0.119
C (-1.2295, 1.2166, -4.8605)  -0.152
N (-1.3742, 1.0891, -3.4239)  -0.160
C (-2.5309, 0.3647, -2.9197)  -0.050
C (-0.9708, 2.1735, -2.6561)  -0.489
O (-0.7642, 2.0374, -1.4395)  -0.122
H (0.4497, 4.9816, -2.8621)  0.101
H (-0.2980, 4.2097, -1.4389)  0.065
H (-1.2640, 5.2558, -2.4966)  0.107
H (-0.1734, 3.8733, -5.1601)  0.138
H (-1.7166, 4.5721, -4.6854)  0.134
H (-1.7691, 2.6176, -6.4180)  0.131
H (-2.9159, 2.5371, -5.0806)  0.126
H (-0.1617, 1.2202, -5.0988)  0.126
H (-1.6863, 0.3545, -5.3415)  0.132
H (-2.7310, -0.4864, -3.5670)  0.099
H (-3.4198, 1.0022, -2.8929)  0.111
H (-2.3272, 0.0191, -1.9081)  0.043

orbital gap (alpha / beta) = 6.20 / 5.39 eV
total charge = +3
⟨S²⟩ = 1.00
spin multiplicity = 2